1.
One molecule with the formula C2H2I2S. Source: the Open Molecules 2025 dataset; level of theory: ωB97M-V with the def2-TZVPD basis set.

Geometry as XYZ:
```
7
Properties=species:S:1:pos:R:3:forces:R:3
I -0.9513 -1.4615 -0.0768 0.5088 -0.0037 -0.1812
H 1.1487 -0.0123 -1.3943 -1.7749 -0.1189 1.3682
H 0.2960 1.0112 1.4103 -0.9134 -0.0468 1.0384
I -3.9105 -2.2181 -0.1422 -0.4224 -0.0171 -0.0621
C 0.7600 0.8903 0.4784 2.0224 1.4853 -0.4444
S 2.2155 1.7622 0.2018 -0.3484 0.0163 0.2608
C 0.4415 0.0283 -0.4773 0.9280 -1.3151 -1.9798
```
Positions in Å, forces in eV/Å.

Calculated values
Total charge: 0
Maximum force, eV Å⁻¹: 2.55
Spin multiplicity: 1
Energy relative to the best compared isomer or geometry (same formula, charge and spin), kcal/mol: 35.7
Electronic energy, eV: -29140.2148
Frontier orbital gap (alpha / beta), eV: 6.399 / 6.781
HOMO level (alpha / beta), eV: -9.35 / -9.25

---

2.
A 2-piece molecular cluster, C2H3NS overall. Source: the Open Molecules 2025 dataset; level of theory: ωB97M-V with the def2-TZVPD basis set.

Geometry as XYZ:
```
7
Properties=species:S:1:pos:R:3:forces:R:3
H -1.2732 1.7029 -0.0315 -0.3045 -1.1685 -0.8126
H 1.6182 -0.3186 -0.3271 0.1218 0.0561 -0.7409
H 1.0876 -1.8242 0.5862 -0.2624 -0.1588 -0.0033
C 1.0478 -0.7516 0.4651 -0.3388 1.4483 2.0875
C -1.3998 0.8520 -0.7265 0.1882 3.2868 2.1499
S 0.3723 0.2666 1.5716 0.8644 -1.5383 -0.8830
N -1.4528 0.0728 -1.5379 -0.2687 -1.9255 -1.7976
```
Positions in Å, forces in eV/Å.

Calculated values
Total charge: 0
Structure (SMILES): C#N.C=S
Maximum force, eV Å⁻¹: 3.93
Spin multiplicity: 1
Energy relative to the best compared isomer or geometry (same formula, charge and spin), kcal/mol: 40.3
Electronic energy, eV: -14445.7217
Frontier orbital gap (alpha / beta), eV: 8.406 / 8.405
HOMO level (alpha / beta), eV: -9.26 / -9.26

---

3.
One molecule with the formula C2HNO. Source: the Open Molecules 2025 dataset; level of theory: ωB97M-V with the def2-TZVPD basis set.

Geometry as XYZ:
```
5
Properties=species:S:1:pos:R:3:forces:R:3
C 0.5306 0.2510 0.0337 2.6107 -1.5848 -0.9137
N -1.9126 -0.6997 -0.0006 0.4457 0.1171 0.0803
H 1.2665 -0.6830 -0.1030 -1.3403 1.6860 0.4607
C -0.8596 -0.2377 0.0592 -0.4399 0.6768 0.0665
O 0.9752 1.3695 0.0106 -1.2761 -0.8950 0.3062
```
Positions in Å, forces in eV/Å.

Calculated values
Total charge: 0
Structure (SMILES): N#CC=O
Maximum force, eV Å⁻¹: 3.19
Spin multiplicity: 1
Energy relative to the best compared isomer or geometry (same formula, charge and spin), kcal/mol: 10.9
Electronic energy, eV: -5626.1055
Frontier orbital gap, eV: 10.672
HOMO level, eV: -11.61

---

4.
A 9-piece molecular cluster, C13H41BFO11 overall. Source: the Open Molecules 2025 dataset; level of theory: ωB97M-V with the def2-TZVPD basis set.

Geometry as XYZ:
```
67
Properties=species:S:1:pos:R:3:forces:R:3
C -0.6513 0.8506 -2.1619 0.1422 -0.4695 -0.1050
H -1.7274 4.5032 -4.8721 -0.0494 0.0216 -0.0185
H -6.8452 -0.6556 1.6166 -0.0418 -0.0375 0.0029
H 6.5126 -0.5345 2.2079 -0.0560 0.0505 0.0007
O -0.4556 2.2953 -1.7661 -0.0676 0.1155 -0.2141
H 0.0781 0.8150 5.8645 0.0071 0.0066 -0.0131
C -5.0393 0.7515 -3.3830 -0.0297 -0.1499 0.1345
O -5.8426 0.0625 -0.0688 -0.2254 -0.0402 0.1797
O 0.0691 0.6564 4.9171 -0.0881 0.0394 0.0271
H -2.0287 3.5212 -6.3179 -0.0053 -0.0002 -0.0106
C 5.8963 -1.9670 1.0387 0.0433 0.1355 0.0477
H 2.1438 -2.7134 -1.2963 0.0452 -0.0084 -0.0190
H -0.1009 -1.6041 -3.0843 0.0032 0.0592 -0.0632
O 2.4384 -2.0533 -4.1627 0.1907 0.0347 0.1783
H -0.9417 1.2634 3.2632 0.0048 -0.0140 -0.0007
H -3.2376 0.2511 1.9642 0.1464 -0.0148 0.0890
C -3.0587 1.9801 1.0780 -0.0093 -0.1149 0.1693
H -0.2852 -2.5498 -1.3547 0.0472 -0.0091 0.0061
H -0.7852 2.5634 -3.9703 -0.0641 -0.1280 0.0020
H 2.9078 -0.0534 3.1849 -0.0384 0.0754 0.0632
H -1.9347 1.2119 4.7328 -0.0288 0.0264 -0.0248
H 0.5822 0.2040 -0.5168 0.0947 0.0416 -0.0949
H -5.0514 0.2696 0.4399 0.2213 -0.0724 -0.2893
O -4.2979 -0.3340 -2.8576 0.0015 0.0853 -0.1964
H 5.8580 -1.3620 0.1303 -0.0201 -0.0650 -0.0530
H -2.8395 2.5344 1.9964 -0.0159 0.1148 -0.0578
C 2.7056 -1.7778 -3.0416 -0.2231 -0.1221 -0.0929
H -1.7171 0.7780 -2.3760 0.0090 0.1099 -0.0229
C 1.9093 -1.7619 -1.7896 0.0619 0.0454 -0.2999
H 3.2860 -0.6904 0.9832 -0.0162 0.0028 -0.0170
C 0.8140 2.7204 -1.8747 0.3810 -0.0466 0.4713
H 5.9586 -5.0285 5.6549 0.0194 -0.0107 -0.0093
H -2.4573 2.3833 0.2669 0.0612 -0.1083 -0.0202
O -0.8682 2.6035 -4.9319 -0.0425 0.2169 0.0120
C -0.2195 -0.1800 -1.1511 -0.1459 -0.3288 -0.0861
H 6.3775 -2.6706 4.1445 0.0403 0.0146 -0.0268
H -0.1161 0.7039 -3.1051 0.0771 0.1841 0.0109
H 1.2283 0.2170 2.6967 -0.0424 -0.0722 -0.0458
O 5.7758 -1.1514 2.2066 0.0083 -0.0637 -0.0890
C 2.2563 0.2248 2.3499 0.2543 0.0110 -0.1194
B 0.2524 -1.5960 -1.9153 -0.0321 0.1051 0.3186
C -0.9469 1.4634 4.3330 0.1042 -0.0644 0.0409
C 5.7228 -3.3986 4.6080 0.0066 -0.2293 0.1608
H -5.9215 -1.8725 0.6999 -0.0380 -0.0289 0.0113
H 2.3493 -0.9899 -1.1575 0.0132 -0.0269 0.0656
H 5.0558 -2.6564 1.0321 -0.0335 0.0219 0.0317
H -4.9228 -0.9582 -2.4798 0.0836 0.0306 0.1732
O 6.5407 -4.3811 5.2495 -0.0223 0.0756 -0.0218
H 6.8259 -2.5426 1.0518 -0.0198 -0.0337 -0.0249
O 1.6311 2.6834 -0.9955 -0.2531 0.0950 -0.1012
H -2.8756 3.1428 -4.8072 -0.0249 0.0480 -0.0261
H -1.0518 -0.4143 -0.4852 -0.0440 0.2559 0.0559
H 5.0838 -2.8872 5.3323 -0.0273 0.0495 -0.0573
H 2.5089 1.2358 2.0135 -0.0511 0.0352 0.0757
H -4.3279 1.4702 -3.7856 0.0318 -0.0264 -0.0016
H -7.4250 -1.2065 0.0355 -0.0110 0.0013 -0.0044
C -1.9285 3.4889 -5.2341 0.1047 -0.0960 0.0954
H -4.1191 2.1019 0.8326 0.0211 0.1675 -0.0305
C -6.5348 -0.9709 0.6152 0.1407 0.0797 -0.0197
H -5.6332 1.2379 -2.6027 -0.0182 0.0444 -0.0452
O 2.3732 -0.7035 1.2858 -0.0083 -0.0755 0.1385
H -5.7020 0.4262 -4.1926 -0.0171 0.0931 -0.0277
H -0.7540 2.5280 4.4935 -0.0335 0.0147 -0.0259
O -2.7230 0.6047 1.2322 -0.2835 0.0129 -0.0342
H 1.0767 3.1757 -2.8479 -0.1796 -0.1485 -0.0994
F 4.0494 -1.4085 -2.7992 -0.0363 0.0110 -0.0207
H 5.0997 -3.8498 3.8329 -0.0223 0.0733 -0.0321
```
Positions in Å, forces in eV/Å.

Calculated values
Total charge: -1
Maximum force, eV Å⁻¹: 0.61
Spin multiplicity: 1
Energy relative to the best compared isomer or geometry (same formula, charge and spin), kcal/mol: 3.9
Electronic energy, eV: -40059.2475
Frontier orbital gap, eV: 7.287
HOMO level, eV: -5.05

---

5.
A 2-piece molecular cluster, C3H12N3S overall. Source: the Open Molecules 2025 dataset; level of theory: ωB97M-V with the def2-TZVPD basis set.

Geometry as XYZ:
```
19
Properties=species:S:1:pos:R:3:forces:R:3
C 0.7410 -2.0182 -0.8912 0.2798 0.1640 0.7809
C -0.3100 -1.8332 -1.9755 -0.5896 -0.7890 0.4569
H -1.9701 0.3631 0.5409 -1.5027 -0.3476 -0.1356
H -2.2582 2.3635 1.9336 0.4585 -0.1399 -0.6115
H -0.9470 -0.9214 -1.9205 0.5412 -0.5343 0.2042
N 0.8594 1.7566 1.1259 -1.8890 1.2811 0.3225
H 1.2892 -2.9718 -0.9795 -0.2671 0.5094 -0.3328
C -0.4907 1.6313 1.1012 -0.2027 0.5382 0.5597
H -0.3463 -0.0648 0.0166 -0.8280 0.3556 0.4891
N -1.0077 0.5190 0.5564 2.5865 0.9617 0.1382
H 1.2286 2.6986 1.2277 -0.0213 -0.3908 0.0988
N -1.3167 2.6217 1.6246 0.7862 -1.0610 0.3834
H -0.9340 3.2779 2.3175 0.2082 -0.5052 -0.7366
H 1.3831 1.1167 0.5543 0.3309 -0.4298 -0.3423
H 2.6508 -1.1866 0.2662 0.0390 0.1429 -0.1398
S 2.0365 -0.6579 -0.8097 -0.5854 -0.8122 -0.0011
H -0.9611 -2.7352 -1.8089 0.2925 0.9333 -0.6335
H 0.2246 -2.0959 0.0820 0.3472 0.2233 -0.1997
H 0.1285 -1.8635 -2.9617 0.0159 -0.0998 -0.3007
```
Positions in Å, forces in eV/Å.

Calculated values
Total charge: +1
Maximum force, eV Å⁻¹: 2.76
Spin multiplicity: 1
Energy relative to the best compared isomer or geometry (same formula, charge and spin), kcal/mol: 10.5
Electronic energy, eV: -18605.7834
Frontier orbital gap, eV: 10.222
HOMO level, eV: -13.19